No. 1
Computed, not measured: an isolated molecule of C20H21BrFN3OS in a non-equilibrium geometry, with ωB97M-V with the def2-TZVPD basis set.

Atoms and positions in Å:
C  -5.9938  -5.1690  3.0749
C  -4.7749  -4.5788  3.3265
F  -4.3286  -4.6241  4.5889
C  -3.9489  -3.8450  2.3309
S  -2.9262  -2.5499  2.9048
C  -2.2886  -2.3094  1.2899
C  -1.0666  -1.4408  1.0864
N  -1.4988  -0.0265  1.1144
C  -0.4337  0.9258  0.8890
C  -0.8842  2.2892  1.3777
C  0.2448  3.3057  1.2144
N  0.5107  3.6184  -0.2082
C  1.6487  3.1438  -0.8222
C  1.9648  3.8671  -1.9367
C  3.0382  3.4733  -2.6973
O  3.3274  4.0891  -3.8749
C  3.8390  2.3868  -2.2582
C  4.9887  1.9378  -2.9590
C  5.6830  0.8490  -2.4842
C  5.2818  0.2025  -1.2976
C  4.1702  0.6640  -0.5922
C  3.3932  1.7131  -1.0757
N  2.3066  2.0709  -0.3641
C  -2.9009  -3.1233  0.3580
C  -2.6240  -3.1155  -1.1248
C  -3.8271  -4.0498  0.9554
Br  -4.6588  -5.3962  -0.1231
H  -6.4904  -5.7205  3.8758
H  -6.4982  -5.0176  2.1381
H  -0.5556  -1.6090  0.1260
H  -0.3550  -1.6778  1.8839
H  -2.2746  0.1075  0.4636
H  0.4805  0.6300  1.4327
H  -0.1530  1.0475  -0.1780
H  -1.1963  2.2480  2.4175
H  -1.7491  2.6372  0.7926
H  -0.0888  4.2566  1.7142
H  1.1192  2.9603  1.7896
H  0.0414  4.4387  -0.6306
H  1.4024  4.7468  -2.2038
H  4.1092  3.6751  -4.2559
H  5.3831  2.3908  -3.8903
H  6.5858  0.5280  -3.0385
H  5.8271  -0.6659  -0.8842
H  3.8381  0.1194  0.2703
H  -2.2654  -4.1175  -1.3982
H  -3.5340  -2.8922  -1.6958
H  -1.8683  -2.3935  -1.4223

Cartesian forces (eV/Å) of the 2 atoms listed first:
2.21 1.11 0.93
-2.98 -0.85 -1.61

## Properties
Energy relative to the best compared isomer or geometry (same formula, charge and spin), kJ/mol: 5.6
SMILES string: C=C(F)c1sc(CNCCCNc2cc(O)c3ccccc3n2)c(C)c1Br
Gap between HOMO and LUMO, eV: 8.5

Here are the Löwdin charges for atoms 1 to 2, given in e: C 0.076; C -0.378


No. 2
Computed, not measured: a cluster of 2 separate species, C12H28FN2O4S in total in a non-equilibrium geometry, with ωB97M-V with the def2-TZVPD basis set.

Atoms and positions in Å:
C  2.0629  -0.5859  -2.0849
C  2.1671  0.5866  -3.0736
C  1.6292  1.8886  -2.5286
O  2.4840  2.3885  -1.5021
C  2.4710  3.7745  -1.3755
N  3.8578  4.2341  -1.5930
O  4.6184  3.9797  -0.4513
S  3.9020  5.8916  -1.9634
O  5.2374  6.2275  -2.1632
O  3.0263  6.1620  -3.0266
F  3.4154  6.6250  -0.6720
H  1.3418  -0.3785  -1.2996
H  1.7528  -1.4644  -2.6438
H  3.0382  -0.8231  -1.6751
H  3.1743  0.7245  -3.4487
H  1.5411  0.3569  -3.9332
H  0.6475  1.7033  -2.0853
H  1.5493  2.5719  -3.3710
H  2.1254  4.0534  -0.3749
H  1.8123  4.2624  -2.0883
H  4.1849  4.3997  0.3130
C  -4.7965  -1.8113  2.2334
C  -3.5947  -2.7308  2.4820
C  -2.3092  -1.9871  2.8260
N  -1.3976  -1.6017  1.6640
C  -0.8429  -0.2400  1.9487
C  -0.2500  -2.5840  1.5279
C  -0.8166  -3.7112  0.6882
C  -1.7302  -3.0039  -0.3191
C  -2.0197  -1.6232  0.2815
H  -4.5730  -0.9786  1.5655
H  -5.6210  -2.3747  1.7999
H  -5.1468  -1.3820  3.1721
H  -3.4587  -3.4246  1.6526
H  -3.8453  -3.3514  3.3434
H  -1.6960  -2.5874  3.4948
H  -2.5520  -1.0718  3.3628
H  -0.3232  -0.2746  2.9032
H  -1.6695  0.4649  1.9859
H  -0.1523  0.0333  1.1556
H  0.5533  -2.0717  0.9985
H  0.1006  -2.8870  2.5103
H  -1.3887  -4.3993  1.3115
H  -0.0354  -4.2909  0.2028
H  -2.6416  -3.5714  -0.4966
H  -1.2412  -2.8913  -1.2849
H  -3.0720  -1.3729  0.3325
H  -1.5188  -0.8539  -0.3016

Cartesian forces (eV/Å) of the 2 atoms listed first:
0.52 0.02 -0.79
-0.61 -0.18 0.30

## Properties
Gap between HOMO and LUMO, eV: 10.2
Net charge: +1

Here are the Löwdin charges for atoms 1 to 2, given in e: C -0.094; C -0.215


No. 3
Computed, not measured: an isolated molecule of C8H9NO3 in a non-equilibrium geometry, with ωB97M-V with the def2-TZVPD basis set.

Atoms and positions in Å:
N  3.8599  0.4524  -0.2493
C  2.4378  0.3102  -0.1101
C  1.8242  -1.0324  -0.0958
C  0.4933  -1.2824  0.1167
C  -0.1183  -0.2408  1.1053
O  -1.4192  -0.8119  1.4013
C  -2.1462  -0.6799  0.1196
C  -2.9627  0.5138  -0.0408
O  -2.7421  1.5898  0.3215
O  -4.0540  0.2679  -0.8496
C  0.4079  1.0921  1.0651
C  1.4860  1.3069  0.3155
H  3.7669  -0.1063  -1.3510
H  3.7152  1.5242  -0.8164
H  2.3842  -1.9395  -0.4105
H  0.0169  -2.1478  0.0858
H  -1.4989  -0.8627  -0.8820
H  -2.9495  -1.6968  0.1359
H  -4.5079  -0.8232  -0.8629
H  0.0806  2.1294  1.2270
H  1.9257  2.4371  -0.2252

Cartesian forces (eV/Å) of the 2 atoms listed first:
-2.90 2.33 -8.02
-3.98 -2.70 2.98

## Properties
Energy relative to the best compared isomer or geometry (same formula, charge and spin), kJ/mol: 780.8
SMILES string: Nc1ccc(OCC(=O)O)cc1
Gap between HOMO and LUMO, eV: 8.2

Here are the Löwdin charges for atoms 1 to 2, given in e: N 0.028; C -0.417


No. 4
Computed, not measured: a structure of composition C25H24N5O5V in a non-equilibrium geometry, with ωB97M-V with the def2-TZVPD basis set.

Atoms and positions in Å:
V  -0.5941  -0.1081  -0.5803
C  -2.0664  2.8660  2.2602
C  -1.2641  1.8710  1.6915
N  -1.3284  1.5506  0.4121
C  -2.2034  2.2207  -0.3848
C  -3.0693  3.1869  0.1026
C  -2.9755  3.5102  1.4670
C  -4.0330  3.7931  -0.7912
C  -4.0946  3.4252  -2.0786
C  -3.1798  2.4413  -2.6187
C  -3.1945  2.0497  -3.9651
C  -2.2730  1.1456  -4.4136
C  -1.3374  0.6272  -3.5139
N  -1.2929  0.9656  -2.2333
C  -2.2222  1.8662  -1.7967
H  -1.9736  3.0909  3.3132
H  -0.5669  1.2980  2.2921
H  -3.6298  4.2670  1.8840
H  -4.7092  4.5427  -0.3985
H  -4.8255  3.8733  -2.7405
H  -3.9350  2.4650  -4.6390
H  -2.2580  0.8198  -5.4438
H  -0.6010  -0.0936  -3.8442
C  2.4333  3.0237  -0.8097
N  2.8508  2.1301  0.2614
C  4.0297  2.5603  1.0208
C  4.5762  1.4319  1.8649
C  3.4100  0.7606  2.5568
N  2.5052  0.2169  1.5412
C  2.1557  -1.2019  1.6013
C  2.2135  0.9538  0.4482
O  1.3538  0.5744  -0.3871
H  2.3196  4.0337  -0.4120
H  1.4897  2.6946  -1.2289
H  3.1824  3.0465  -1.6024
H  3.7480  3.4070  1.6536
H  4.7703  2.9250  0.3075
H  5.2915  1.8242  2.5869
H  5.0950  0.6997  1.2414
H  2.8783  1.4778  3.1891
H  3.7193  -0.0624  3.1969
H  1.3655  -1.3963  2.3246
H  3.0435  -1.7699  1.8803
H  1.8173  -1.5457  0.6307
O  -0.9967  -1.5733  0.8937
C  -1.1048  -2.3103  -0.1314
O  -1.4912  -1.7677  -1.2488
C  -0.7118  -3.7362  -0.1014
C  -0.4494  -4.3724  -1.3083
C  -0.0652  -5.7041  -1.3263
C  0.0396  -6.4054  -0.1341
C  -0.2378  -5.7393  1.0421
C  -0.6096  -4.4178  1.1034
N  -0.1179  -6.5038  2.3206
O  0.2603  -7.6506  2.2425
O  -0.2453  -5.8785  3.3493
H  -0.5541  -3.8157  -2.2289
H  0.1456  -6.2005  -2.2634
H  0.3269  -7.4456  -0.1060
H  -0.8094  -3.9374  2.0507

Cartesian forces (eV/Å) of the 2 atoms listed first:
0.54 0.18 0.12
0.16 -0.14 0.03

## Properties
Spin multiplicity: 4
<S²>: 3.760
Gap between HOMO and LUMO (spin up / spin down), eV: 6.9 / 8.7
Net charge: +1

Here are the Löwdin charges for atoms 1 to 2, given in e: V 0.927; C -0.017


No. 5
Computed, not measured: a structure of composition C44H58N4O6P2STi, with ωB97M-V with the def2-TZVPD basis set.

Atoms and positions in Å:
Ti  0.3036  -0.3402  -0.3570
C  -1.1219  -4.3665  -2.4787
C  -2.4497  -3.7041  -2.1285
C  -3.5748  -4.7440  -2.1109
C  -2.4309  -2.9319  -0.8236
C  -1.3937  -3.0278  0.0972
C  -1.4355  -2.3184  1.2968
C  -2.4987  -1.4755  1.6029
C  -2.5200  -0.6761  2.8772
C  -3.5371  -1.3838  0.6795
C  -3.5023  -2.0981  -0.5048
H  -1.1797  -4.8078  -3.4751
H  -0.8915  -5.1756  -1.7801
H  -0.3010  -3.6508  -2.4656
H  -2.6791  -2.9789  -2.9158
H  -3.3863  -5.4897  -1.3349
H  -3.6364  -5.2614  -3.0705
H  -4.5439  -4.2874  -1.9051
H  -0.5341  -3.6513  -0.1132
H  -0.6126  -2.4053  1.9945
H  -2.3802  0.3874  2.6684
H  -1.7198  -0.9889  3.5488
H  -3.4701  -0.7902  3.4014
H  -4.3773  -0.7283  0.8823
H  -4.3169  -1.9875  -1.2117
O  -0.5916  1.2353  0.6871
C  -1.4010  1.4041  -0.2948
O  -1.6515  0.4124  -1.0227
C  -1.9451  2.7429  -0.6002
C  -2.0993  3.6439  0.4474
C  -2.6269  4.9005  0.2112
C  -2.9766  5.2552  -1.0832
C  -2.7990  4.3642  -2.1320
C  -2.2900  3.0844  -1.9155
P  -1.9280  1.9234  -3.3102
C  -2.1438  3.0839  -4.7039
C  -3.0382  3.0608  -5.6969
C  -2.9476  3.8670  -6.9010
C  -1.7971  4.2454  -7.4845
C  -0.4776  3.9196  -6.9773
C  -0.1977  3.7670  -5.6846
C  -3.4888  0.9715  -3.4283
C  -4.7427  1.5354  -3.2004
C  -5.8936  0.7761  -3.3453
C  -5.8024  -0.5552  -3.7335
C  -4.5586  -1.1244  -3.9606
C  -3.4055  -0.3674  -3.7957
H  -1.8002  3.3398  1.4422
H  -2.7588  5.6001  1.0259
H  -3.3836  6.2382  -1.2841
H  -3.0561  4.6771  -3.1356
H  -3.8677  2.3692  -5.6149
H  -3.8777  4.0818  -7.4151
H  -1.8484  4.7499  -8.4425
H  0.3300  3.7721  -7.6839
H  0.7729  3.4697  -5.3055
H  -4.8188  2.5752  -2.9040
H  -6.8624  1.2229  -3.1611
H  -6.7007  -1.1471  -3.8560
H  -4.4855  -2.1628  -4.2598
H  -2.4301  -0.8167  -3.9472
O  -1.1298  4.0547  -4.7017
S  1.3776  -0.4393  -2.7429
O  2.7107  -1.0036  -2.7476
O  0.4072  -1.4325  -1.9395
O  1.3356  0.6832  -1.5275
N  1.3984  -0.9673  0.9150
P  2.4961  -0.6612  2.0109
N  2.5298  -1.8766  3.1265
C  2.1420  -3.2414  2.7762
C  1.2612  -3.8322  3.8700
C  1.9677  -3.7695  5.2212
C  2.3979  -2.3385  5.5325
C  3.2411  -1.7709  4.3967
N  4.0053  -0.4860  1.3533
C  4.9441  -1.6173  1.4351
C  6.2675  -1.2527  0.7488
C  6.5298  0.2444  0.8584
C  5.4576  1.0152  0.0753
C  4.1354  0.2439  0.0794
N  2.2167  0.6857  2.9373
C  0.8986  0.7341  3.5930
C  0.8619  1.8548  4.6482
C  2.2687  2.3225  4.9964
C  2.9497  2.8891  3.7512
C  2.6740  2.0098  2.5149
H  3.0425  -3.8614  2.6592
H  1.6269  -3.2210  1.8168
H  0.9991  -4.8606  3.6126
H  0.3281  -3.2618  3.9183
H  2.8548  -4.4126  5.1933
H  1.3229  -4.1571  6.0118
H  2.9738  -2.3009  6.4601
H  1.5144  -1.7084  5.6750
H  4.1840  -2.3341  4.3429
H  3.4876  -0.7251  4.5725
H  4.5217  -2.5135  0.9631
H  5.1278  -1.8446  2.4848
H  6.2335  -1.5380  -0.3052
H  7.0716  -1.8325  1.2042
H  7.5272  0.4906  0.4919
H  6.4992  0.5338  1.9125
H  5.7687  1.1642  -0.9608
H  5.3239  2.0089  0.5099
H  4.0838  -0.4647  -0.7524
H  3.2843  0.9073  -0.0629
H  0.7255  -0.2369  4.0590
H  0.1161  0.8856  2.8471
H  0.3409  1.5003  5.5390
H  0.2865  2.7037  4.2681
H  2.8443  1.4781  5.3845
H  2.2421  3.0746  5.7866
H  4.0243  2.9779  3.9203
H  2.5758  3.8975  3.5588
H  3.5845  1.8971  1.9350
H  1.9191  2.4718  1.8659

Cartesian forces (eV/Å) of the 2 atoms listed first:
0.31 -0.25 0.25
0.00 -0.02 0.02

## Properties
Energy relative to the best compared isomer or geometry (same formula, charge and spin), kJ/mol: 231.2
Gap between HOMO and LUMO, eV: 8.1

Here are the Löwdin charges for atoms 1 to 2, given in e: Ti 1.011; C -0.071


Values for E, eV, ordered as above
-111193.0277; -37611.8692; -16066.7299; -69686.4206; -117348.1859